# 1
The following is a quantum chemistry calculation of 2 unconnected molecules or ions with the total composition C5H8O2, from the OMol25 dataset.

Lowest unoccupied orbital energy   0.4 eV
Largest force on an atom   0.5 eV Å⁻¹
Energy   -9405.558 eV
HOMO energy   -0.3339 Eh
Energy relative to the best compared isomer or geometry (same formula, charge and spin)   4.2737 eV
Charge   0

CARTESIAN COORDINATES (ANGSTROEM)
O (3.291, 0.068, 0.091)
C (2.391, -0.294, -0.792)
C (-0.115, -0.178, 0.714)
C (-0.774, 0.955, -0.119)
C (-2.003, 0.054, -0.410)
C (-1.343, -1.037, 0.437)
O (-1.640, -2.164, 0.727)
H (3.772, -0.728, 0.366)
H (0.759, -0.669, 0.264)
H (1.890, 0.674, -1.032)
H (0.105, 0.041, 1.763)
H (-1.005, 1.851, 0.462)
H (-0.221, 1.257, -1.012)
H (-2.150, -0.232, -1.456)
H (-2.957, 0.402, -0.004)

Mulliken atomic charge list, values in e, 8 entries: -0.328, -0.212, -0.092, -0.377, -0.509, 0.304, -0.559, 0.384

***

# 2
The following is a quantum chemistry calculation of 2 unconnected molecules or ions with the total composition C2H7O2, from the OMol25 dataset.

Lowest unoccupied orbital energy   4.7 eV
Largest force on an atom   1.8 eV Å⁻¹
Energy   -6282.378 eV
HOMO energy   -0.1032 Eh
Energy relative to the best compared isomer or geometry (same formula, charge and spin)   0.3132 eV
Charge   -1

CARTESIAN COORDINATES (ANGSTROEM)
O (-0.222, 0.593, 2.308)
H (-0.672, 1.240, 2.839)
C (0.703, 0.146, -0.613)
O (0.216, 1.313, -0.079)
C (-0.460, -0.818, -1.082)
H (1.466, 0.293, -1.398)
H (1.178, -0.529, 0.137)
H (-0.072, 0.948, 1.351)
H (-0.154, -1.813, -0.740)
H (-1.383, -0.594, -0.562)
H (-0.600, -0.780, -2.161)

Mulliken atomic charge list, values in e, 8 entries: -0.749, 0.235, -0.349, -0.933, -0.891, 0.289, 0.126, 0.485

***

# 3
The following is a quantum chemistry calculation of a molecular structure, C47H59BN7OPd, from the OMol25 dataset.

Lowest unoccupied orbital energy   -2.9 eV
Largest force on an atom   0.9 eV Å⁻¹
Energy   -66329.260 eV
HOMO energy   -0.3664 Eh
Charge   +1

CARTESIAN COORDINATES (ANGSTROEM)
Pd (1.464, -0.396, 0.730)
C (1.428, -2.568, 4.528)
C (2.758, -2.565, 4.891)
C (3.662, -1.932, 4.058)
C (3.227, -1.288, 2.911)
N (1.923, -1.229, 2.601)
C (1.065, -1.899, 3.375)
C (4.200, -0.684, 1.953)
C (5.537, -0.497, 2.264)
C (6.389, 0.044, 1.316)
C (5.875, 0.413, 0.087)
C (4.530, 0.196, -0.143)
N (3.721, -0.357, 0.754)
H (0.678, -3.089, 5.107)
H (3.086, -3.060, 5.796)
H (4.717, -1.962, 4.289)
H (0.032, -1.902, 3.058)
H (5.919, -0.755, 3.240)
H (7.439, 0.180, 1.536)
H (6.497, 0.860, -0.676)
H (4.077, 0.470, -1.089)
C (-1.240, 4.409, -5.903)
C (-0.828, 4.524, -4.441)
N (0.048, 3.443, -3.974)
C (1.472, 3.739, -3.801)
C (2.192, 3.993, -5.119)
C (-0.502, 2.222, -3.782)
O (-1.677, 1.964, -3.989)
C (0.390, 1.129, -3.244)
C (0.952, 0.179, -4.078)
C (1.680, -0.853, -3.515)
C (1.816, -0.906, -2.141)
N (1.254, -0.004, -1.326)
C (0.541, 0.978, -1.875)
H (-1.928, 5.218, -6.151)
H (-1.751, 3.464, -6.075)
H (-0.379, 4.474, -6.571)
H (-1.720, 4.520, -3.816)
H (-0.296, 5.460, -4.267)
H (1.932, 2.901, -3.284)
H (1.560, 4.613, -3.154)
H (2.111, 3.124, -5.776)
H (3.249, 4.199, -4.941)
H (1.766, 4.853, -5.638)
H (0.833, 0.251, -5.154)
H (2.151, -1.611, -4.127)
H (2.402, -1.684, -1.673)
H (0.142, 1.717, -1.192)
N (1.038, 2.899, 1.267)
C (1.752, 2.021, 0.992)
H (0.341, 3.533, 1.623)
C (0.890, 1.360, 4.933)
C (-0.503, 0.987, 4.426)
C (-1.505, 0.941, 5.584)
C (-1.021, 1.902, 3.341)
C (-1.041, 3.275, 3.591)
C (-1.627, 4.154, 2.699)
C (-2.301, 3.648, 1.596)
C (-2.337, 2.283, 1.329)
C (-3.171, 1.764, 0.163)
C (-2.298, 1.509, -1.069)
C (-4.323, 2.693, -0.213)
C (-1.597, 1.414, 2.158)
N (-1.519, 0.026, 1.762)
B (-0.553, -0.694, 0.942)
N (-1.242, -1.923, 0.577)
C (-2.471, -1.948, 1.266)
C (-2.638, -0.812, 1.951)
C (-1.026, -2.975, -0.394)
C (-1.870, -2.965, -1.518)
C (-1.807, -4.026, -2.417)
C (-0.916, -5.069, -2.243)
C (-0.082, -5.063, -1.139)
C (-0.134, -4.041, -0.195)
C (0.706, -4.202, 1.053)
C (0.288, -5.446, 1.846)
C (2.205, -4.252, 0.745)
C (-2.840, -1.825, -1.809)
C (-4.294, -2.257, -1.581)
C (-2.683, -1.306, -3.245)
H (1.240, 0.614, 5.653)
H (0.886, 2.328, 5.440)
H (1.612, 1.407, 4.116)
H (-0.462, 0.000, 3.995)
H (-1.596, 1.920, 6.062)
H (-1.181, 0.221, 6.342)
H (-2.495, 0.642, 5.233)
H (-0.600, 3.653, 4.507)
H (-1.607, 5.221, 2.888)
H (-2.826, 4.332, 0.940)
H (-3.610, 0.815, 0.469)
H (-1.795, 2.436, -1.369)
H (-2.894, 1.166, -1.917)
H (-1.534, 0.756, -0.869)
H (-3.971, 3.586, -0.736)
H (-4.896, 3.010, 0.662)
H (-5.001, 2.170, -0.889)
H (-3.136, -2.795, 1.210)
H (-3.462, -0.527, 2.587)
H (-2.478, -4.038, -3.268)
H (-0.882, -5.886, -2.954)
H (0.600, -5.892, -0.982)
H (0.508, -3.338, 1.668)
H (0.556, -6.365, 1.319)
H (-0.791, -5.460, 2.012)
H (0.788, -5.462, 2.820)
H (2.426, -5.014, -0.005)
H (2.776, -4.499, 1.646)
H (2.557, -3.293, 0.370)
H (-2.617, -1.005, -1.128)
H (-4.586, -3.016, -2.312)
H (-4.963, -1.401, -1.701)
H (-4.450, -2.670, -0.584)
H (-3.055, -2.035, -3.968)
H (-1.636, -1.099, -3.478)
H (-3.244, -0.380, -3.382)

Mulliken atomic charge list, values in e, 8 entries: -1.699, -1.961, -1.111, -0.713, 0.425, 1.864, -0.737, 0.416

***

# 4
The following is a quantum chemistry calculation of CH4N4O in the gas phase, from the OMol25 dataset.

Lowest unoccupied orbital energy (alpha / beta)   0.0 / 0.0 eV
Largest force on an atom   3.6 eV Å⁻¹
Energy   -9104.172 eV
SMILES string   [H]/N=N/N=N\CO
HOMO energy (alpha / beta)   -0.3227 / -0.3228 Eh
Energy relative to the best compared isomer or geometry (same formula, charge and spin)   4.0185 eV
Charge   0

CARTESIAN COORDINATES (ANGSTROEM)
C (-1.397, 0.337, 0.337)
N (1.757, -0.166, -0.240)
N (0.873, 0.571, 0.030)
N (2.853, -0.608, 0.276)
N (-0.222, 1.111, 0.011)
O (-1.662, -0.885, -0.346)
H (-1.260, -0.061, 1.290)
H (-2.188, 1.019, 0.261)
H (3.498, -0.810, -0.545)
H (-2.251, -0.508, -1.074)

Mulliken atomic charge list, values in e, 8 entries: -0.318, 0.131, 0.748, -0.593, -0.742, -0.514, 0.308, 0.407

***

# 5
The following is a quantum chemistry calculation of a molecular structure, C20H12BF4N6Pd, from the OMol25 dataset.

Lowest unoccupied orbital energy   1.6 eV
Largest force on an atom   2.0 eV Å⁻¹
Energy   -44910.726 eV
HOMO energy   -0.1808 Eh
Charge   -1

CARTESIAN COORDINATES (ANGSTROEM)
Pd (0.195, -0.276, 0.015)
C (0.225, 0.282, 4.255)
C (0.501, 0.449, 2.910)
N (-0.005, -0.365, 1.980)
C (-0.871, -1.346, 2.321)
C (-1.156, -1.617, 3.684)
C (-0.584, -0.768, 4.654)
C (-1.976, -2.715, 3.994)
C (-2.539, -3.462, 2.974)
C (-2.321, -3.167, 1.642)
C (-1.481, -2.099, 1.258)
N (-1.155, -1.653, 0.008)
C (-1.469, -2.100, -1.244)
C (-2.312, -3.163, -1.634)
C (-2.528, -3.452, -2.968)
C (-1.959, -2.703, -3.983)
C (-1.132, -1.612, -3.666)
C (-0.564, -0.756, -4.632)
C (0.249, 0.289, -4.227)
C (0.536, 0.440, -2.882)
N (0.031, -0.380, -1.956)
C (-0.846, -1.351, -2.302)
H (0.653, 0.963, 4.974)
H (1.132, 1.249, 2.544)
H (-0.819, -0.922, 5.695)
H (-2.150, -2.970, 5.027)
H (-3.176, -4.300, 3.223)
H (-2.814, -3.778, 0.908)
H (-2.814, -3.770, -0.903)
H (-3.170, -4.284, -3.222)
H (-2.138, -2.948, -5.018)
H (-0.806, -0.898, -5.673)
H (0.670, 0.979, -4.941)
H (1.172, 1.235, -2.515)
N (2.021, 0.583, 0.038)
C (3.186, 0.674, -0.098)
N (4.422, 0.644, -0.138)
C (5.476, 1.317, -0.397)
N (6.504, 1.810, -0.588)
F (-1.366, 4.034, -0.390)
B (-2.052, 2.915, 0.001)
F (-1.118, 1.794, -0.006)
F (-3.057, 2.608, -0.881)
F (-2.529, 3.037, 1.282)

Mulliken atomic charge list, values in e, 8 entries: 0.766, -0.844, -0.109, -0.054, 0.490, 0.895, -0.588, -0.884